Here is 13 unconnected molecules or ions with the total composition C52H143N13O13 from the OMol25 dataset. Energies are from ωB97M-V/def2-TZVPD.

Results
relative energy (zero: lowest compared OMol25 entry of this formula, charge and spin) = 535.6 kJ/mol
orbital gap = 0.33241 Eh
highest occupied orbital energy = -8.6 eV
strongest force on any atom = 3.31 eV/Å

Last column: Mulliken charge in e.
Positions of all 221 atoms, in Å:
C  29.53149  16.49224  -9.09917  -1.29
C  28.71681  17.59493  -8.39181  0.75
C  28.06364  17.08183  -7.04628  -0.73
O  27.25616  15.97618  -7.34377  0.28
C  26.64591  15.45117  -6.16706  -1.30
N  29.48127  18.81026  -8.12599  -0.76
H  28.80059  15.92090  -9.67139  0.25
H  29.97401  15.76706  -8.41625  0.23
H  30.32433  16.88196  -9.73763  0.42
H  28.00609  17.94126  -9.14217  0.06
H  27.37425  17.85449  -6.70592  0.21
H  28.83143  16.80074  -6.32545  0.30
H  25.78976  16.07877  -5.91968  0.53
H  27.20766  15.47552  -5.23328  0.36
H  26.38644  14.39365  -6.21640  0.27
H  28.93215  19.45853  -7.57979  0.19
H  29.81534  19.26223  -8.96516  0.31
C  12.99835  17.11763  -2.63002  -1.66
C  14.30891  16.30369  -2.89164  0.53
C  14.71173  16.02804  -4.40454  -0.61
O  15.87549  15.14766  -4.61168  0.12
C  16.01889  14.69319  -5.91350  0.55
N  15.42366  17.04612  -2.28091  -0.73
H  13.12913  18.14925  -2.95676  0.37
H  12.73430  17.09444  -1.57274  0.47
H  12.15191  16.63079  -3.11440  0.37
H  14.20333  15.33296  -2.40725  0.11
H  14.78498  16.98472  -4.92178  0.07
H  13.94004  15.45519  -4.91875  0.42
H  15.75304  15.48979  -6.60837  -0.24
H  15.42825  13.78839  -6.05693  0.29
H  17.09886  14.61265  -6.03720  -0.52
H  16.29684  16.54315  -2.34933  0.09
H  15.17707  17.05882  -1.30155  0.25
C  23.54062  21.35190  -6.00162  -1.91
C  22.25221  21.52462  -5.15024  1.46
C  22.41188  22.05272  -3.70399  -1.08
O  23.23301  21.17382  -2.92812  -0.28
C  23.48388  21.62961  -1.58239  -0.82
N  21.37934  22.41961  -5.84009  -0.65
H  24.28917  20.69970  -5.55171  0.39
H  24.04159  22.31545  -6.09502  0.56
H  23.28916  21.09948  -7.03174  0.42
H  21.71310  20.59003  -4.99526  -0.39
H  21.42699  22.22818  -3.27118  0.43
H  22.77810  23.07877  -3.73855  0.42
H  24.19127  20.93310  -1.13229  0.23
H  22.52794  21.56031  -1.06327  0.34
H  23.92415  22.62594  -1.54241  0.32
H  21.82868  23.31860  -5.94019  0.29
H  20.59109  22.62517  -5.24299  0.32
C  25.96257  12.24936  -11.15454  -1.32
C  26.57364  12.62337  -9.79715  1.19
C  27.89741  11.88472  -9.49990  -0.74
O  27.71033  10.44862  -9.45779  -0.34
C  28.92083  9.78966  -9.20799  -0.76
N  26.77551  14.08788  -9.79988  -0.48
H  25.14037  12.86700  -11.51594  0.09
H  25.54066  11.24543  -11.10759  0.44
H  26.72545  12.15638  -11.92749  0.34
H  25.75452  12.32787  -9.14154  -0.28
H  28.16079  12.16982  -8.48134  0.41
H  28.73080  12.17128  -10.14134  0.42
H  29.40759  9.65612  -10.17409  0.28
H  28.74953  8.80970  -8.76255  0.23
H  29.49478  10.38982  -8.50195  0.34
H  27.21890  14.35466  -8.93251  0.11
H  25.84875  14.47989  -9.71297  0.08
C  28.95753  22.20605  -4.91405  -1.57
C  29.50256  22.01797  -6.28810  0.91
C  28.40145  21.94456  -7.35498  -1.23
O  27.58725  20.77178  -7.30483  -0.12
C  26.44411  20.78436  -8.16988  -0.63
N  30.45602  23.08196  -6.57830  -0.78
H  29.77598  22.02926  -4.21621  0.42
H  28.16602  21.48628  -4.70535  0.33
H  28.51327  23.18843  -4.75384  0.36
H  30.22446  21.20159  -6.26609  0.33
H  28.84408  22.00224  -8.34939  0.30
H  27.74967  22.81733  -7.31545  0.50
H  25.87289  21.70818  -8.07837  0.47
H  25.83034  19.90043  -7.99649  -0.12
H  26.82385  20.79961  -9.19147  0.41
H  31.06946  23.34668  -5.82086  0.24
H  31.04078  22.77222  -7.34133  0.26
C  19.12811  19.65012  -5.58529  -0.38
C  18.41199  20.49114  -6.66348  0.30
C  18.05081  19.79621  -8.00143  -0.23
O  17.54241  20.79023  -8.92295  -0.52
C  17.11677  20.25936  -10.14002  -0.25
N  17.18193  21.05331  -6.06200  -0.78
H  19.46607  20.32910  -4.80243  0.37
H  19.97571  19.13138  -6.03314  -0.53
H  18.52685  18.77258  -5.34752  0.22
H  19.09781  21.31413  -6.86455  0.27
H  17.28432  19.05361  -7.77974  -0.04
H  19.00162  19.45101  -8.40751  0.43
H  17.89493  19.67919  -10.63596  0.27
H  16.77712  20.99292  -10.87120  0.31
H  16.34808  19.51787  -9.92231  -0.11
H  16.55033  20.96581  -6.84528  0.43
H  16.82993  20.29570  -5.49435  0.29
C  18.26410  13.51675  -14.10060  -1.60
C  18.25169  14.32516  -12.80723  0.52
C  18.74480  13.62326  -11.55003  -0.40
O  20.17245  13.30585  -11.62072  -0.50
C  20.68465  12.47183  -10.54750  -0.56
N  19.10131  15.53215  -13.01912  -0.74
H  17.70273  12.58252  -14.08760  0.38
H  19.28699  13.39438  -14.45670  0.30
H  17.87394  14.12925  -14.91344  0.43
H  17.23517  14.64758  -12.58172  0.15
H  18.19868  12.68131  -11.49915  0.52
H  18.46562  14.06380  -10.59291  0.11
H  21.76035  12.43443  -10.71944  0.22
H  20.32766  11.44206  -10.53234  0.38
H  20.61485  12.92563  -9.55891  0.00
H  19.35644  15.83340  -12.08947  0.14
H  19.98915  15.25518  -13.41300  0.54
C  22.77494  17.91290  -7.31745  -1.51
C  22.69717  16.40132  -7.52754  1.34
C  21.36702  15.88854  -8.13059  -0.29
O  20.28690  16.33235  -7.29213  0.59
C  19.00523  16.15270  -7.95254  -0.22
N  23.92518  15.99736  -8.19600  0.63
H  22.55788  18.45906  -8.23543  0.17
H  23.79435  18.21480  -7.07712  0.28
H  22.19410  18.21457  -6.44583  0.15
H  22.71965  16.09801  -6.48082  -0.83
H  21.26790  14.81683  -8.30291  -0.42
H  21.28394  16.32856  -9.12436  0.12
H  19.04448  16.41494  -9.00980  0.22
H  18.29156  16.80466  -7.44883  -0.14
H  18.86217  15.07921  -7.82911  0.03
H  24.05519  16.44425  -9.09239  -0.03
H  24.74611  16.19742  -7.64269  -0.23
C  15.79764  12.21668  -2.38682  -1.35
C  16.00027  11.49086  -3.69355  0.47
C  17.33990  11.89703  -4.31667  -0.42
O  17.33975  11.70862  -5.73977  -0.45
C  18.65292  11.78734  -6.30552  -0.34
N  15.85128  10.05505  -3.42911  -0.73
H  14.85766  11.81423  -2.00922  0.43
H  15.65648  13.29575  -2.44842  0.09
H  16.62641  12.11662  -1.68594  0.32
H  15.23865  11.90285  -4.35560  0.17
H  18.14194  11.27015  -3.92697  0.79
H  17.54481  12.93826  -4.06778  -0.11
H  19.23845  10.95552  -5.91394  0.09
H  19.17018  12.74607  -6.26834  0.06
H  18.65194  11.57961  -7.37554  0.36
H  14.92803  9.99973  -3.02335  0.28
H  15.71820  9.54738  -4.29205  0.27
C  23.38482  14.45876  -3.99747  -1.26
C  21.99178  14.47175  -3.25902  0.51
C  20.92444  15.47703  -3.76074  -0.38
O  19.76085  15.27250  -3.01873  -0.51
C  19.00988  16.45996  -2.92293  -0.23
N  21.35289  13.13996  -3.27271  -0.59
H  23.30390  14.37242  -5.08102  -0.01
H  24.10775  13.77456  -3.55324  0.41
H  23.84160  15.44604  -3.92863  0.59
H  22.15429  14.71780  -2.20967  0.25
H  20.74761  15.22873  -4.80725  -0.07
H  21.29509  16.50204  -3.76775  0.50
H  18.05552  16.29980  -2.42127  -0.03
H  18.86544  17.01118  -3.85212  0.07
H  19.53627  17.20216  -2.32280  0.51
H  21.61413  12.90347  -4.21925  0.02
H  20.37816  13.40413  -3.28692  0.34
C  12.64053  17.50383  -7.40159  -1.54
C  14.02970  17.82731  -7.97055  1.57
C  14.50785  16.92756  -9.09329  -1.09
O  15.91636  17.27728  -9.21827  0.11
C  16.57397  16.31884  -10.10697  -1.33
N  14.06860  19.26348  -8.30599  -0.70
H  12.63367  16.55224  -6.87006  0.29
H  11.95361  17.43389  -8.24501  0.42
H  12.29285  18.28619  -6.72695  0.36
H  14.67792  17.68283  -7.10623  -0.58
H  13.78348  17.01019  -9.90357  0.45
H  14.54226  15.95453  -8.60326  0.44
H  17.51478  16.67553  -10.52620  0.31
H  15.92795  16.04764  -10.94195  0.53
H  16.74130  15.34395  -9.64906  0.34
H  13.64952  19.24359  -9.22472  0.35
H  15.04831  19.49398  -8.39059  -0.04
C  23.10072  8.07267  -4.33216  -1.73
C  22.38677  9.36522  -4.39816  0.46
C  22.84406  10.22698  -5.59608  -0.99
O  22.11268  11.41531  -5.78013  0.36
C  22.45901  12.10094  -6.94134  -0.81
N  20.95563  9.13345  -4.47903  -0.63
H  23.19806  7.59992  -5.30946  0.36
H  22.68100  7.40673  -3.57819  0.42
H  24.14131  8.24705  -4.05856  0.42
H  22.60225  9.94409  -3.50007  0.35
H  22.55635  9.54698  -6.39790  0.34
H  23.92859  10.33121  -5.62801  0.44
H  23.46653  12.44693  -7.17218  0.40
H  21.82943  12.98877  -6.88226  -0.28
H  22.04986  11.59059  -7.81325  0.53
H  20.49978  9.94026  -4.88071  0.11
H  20.91128  8.49993  -5.26440  0.36
C  24.26375  15.14174  -13.40762  -1.71
C  22.98979  14.91216  -12.49496  1.44
C  22.51579  16.21841  -11.87089  -0.43
O  23.60104  16.80962  -11.09320  -0.11
C  23.68360  18.18261  -11.07724  -1.00
N  22.00798  14.17566  -13.29237  -0.54
H  25.17051  15.42914  -12.87537  0.26
H  24.02693  15.84079  -14.20970  0.43
H  24.49394  14.25070  -13.99172  0.51
H  23.36602  14.24144  -11.72249  -0.28
H  21.55198  16.12633  -11.37019  -0.29
H  22.36579  16.92507  -12.68713  0.48
H  23.68444  18.59686  -12.08546  0.50
H  24.50938  18.49907  -10.44003  0.14
H  22.76432  18.62763  -10.69648  0.36
H  22.33338  13.23045  -13.43660  0.36
H  21.30300  13.98619  -12.59438  0.00